Record 1
Entry from the OMol25 dataset: C2H6FGaO2 as an isolated structure at a distorted geometry (ωB97M-V/def2-TZVPD).

Atoms and positions in Å:
Ga  -1.296  -2.250  -0.404
F  -0.231  -1.308  0.340
O  0.471  0.836  -0.332
O  -2.846  -1.971  -1.015
C  1.842  1.136  -0.046
C  -0.258  0.299  0.614
H  2.315  0.284  0.462
H  -1.328  0.498  0.730
H  0.244  0.334  1.583
H  2.329  1.318  -1.007
H  1.901  2.032  0.584
H  -3.144  -1.209  -1.509

Computed properties:
- E (hartree) = -2254.06969
- gap between HOMO and LUMO (eV) = 7.33
- total charge = +2
- LUMO level (hartree) = -0.4979

Record 2
Entry from the OMol25 dataset: C37H82CuKN4O18 as an isolated structure at a distorted geometry (ωB97M-V/def2-TZVPD).

Atoms and positions in Å:
Cu  -14.693  -17.100  26.774
K  -8.916  -15.048  20.463
O  -13.232  -16.633  28.229
O  -21.050  -12.758  24.436
O  -11.299  -22.666  28.240
O  -12.533  -17.618  25.934
O  -7.506  -18.569  24.016
O  -19.122  -18.733  28.129
O  -12.929  -23.584  27.052
O  -15.991  -19.468  30.393
O  -10.357  -17.084  21.854
O  -9.846  -12.699  25.324
O  -16.085  -12.557  25.893
O  -12.587  -11.559  22.015
O  -14.960  -18.579  25.173
O  -11.836  -14.680  21.535
O  -13.183  -7.491  25.653
O  -11.796  -21.894  26.177
O  -10.933  -13.821  18.780
O  -14.158  -15.657  25.418
N  -11.975  -9.884  24.313
N  -16.814  -16.838  25.890
N  -18.429  -14.225  25.527
N  -14.890  -18.732  28.147
C  -13.054  -15.124  23.419
C  -10.801  -20.884  26.300
C  -10.073  -13.836  26.087
C  -16.103  -20.518  29.480
C  -7.492  -19.437  22.899
C  -11.162  -16.682  22.710
C  -14.065  -8.512  26.090
C  -12.257  -17.019  24.884
C  -20.846  -13.482  25.617
C  -20.344  -18.767  27.435
C  -11.034  -12.069  24.885
C  -18.236  -17.714  27.693
C  -15.748  -18.180  24.068
C  -11.259  -15.025  18.110
C  -15.577  -20.076  28.093
C  -11.938  -22.721  27.230
C  -14.533  -19.931  25.107
C  -13.508  -23.819  25.759
C  -11.770  -11.115  20.939
C  -17.779  -17.877  26.263
C  -11.681  -8.498  23.947
C  -12.617  -15.376  28.494
C  -13.221  -15.842  24.579
C  -12.519  -24.463  24.794
C  -16.423  -19.807  31.691
C  -22.249  -12.025  24.397
C  -16.518  -16.924  24.450
C  -13.514  -18.899  28.682
C  -13.042  -17.596  29.249
C  -10.744  -10.647  24.480
C  -11.303  -17.362  23.931
C  -12.814  -7.561  24.287
C  -17.977  -13.177  24.596
C  -12.078  -15.471  22.458
C  -19.837  -14.588  25.378
C  -16.486  -13.041  24.633
C  -14.701  -12.341  26.000
H  -15.986  -14.012  24.478
H  -18.433  -12.226  24.893
H  -10.472  -15.193  17.374
H  -17.269  -18.842  26.173
H  -11.789  -12.057  25.691
H  -20.045  -15.348  26.148
H  -9.131  -14.226  26.467
H  -19.951  -15.143  24.445
H  -11.977  -17.670  29.494
H  -13.071  -14.953  29.395
H  -14.817  -8.690  25.310
H  -18.634  -17.947  25.580
H  -13.617  -19.991  25.687
H  -21.064  -19.197  28.135
H  -13.870  -22.862  25.379
H  -8.348  -20.126  22.971
H  -13.511  -9.401  26.374
H  -11.542  -15.486  28.640
H  -11.529  -15.906  18.699
H  -22.535  -11.864  23.360
H  -12.797  -12.490  21.879
H  -10.720  -13.616  26.954
H  -16.435  -19.918  27.447
H  -15.401  -18.461  29.002
H  -12.148  -14.904  17.469
H  -11.516  -11.985  20.337
H  -18.216  -13.908  26.467
H  -12.256  -10.380  20.298
H  -11.546  -13.748  19.525
H  -11.021  -20.169  27.097
H  -13.415  -19.732  29.383
H  -22.167  -11.055  24.903
H  -14.932  -20.853  27.692
H  -15.080  -17.951  23.231
H  -16.142  -12.393  23.812
H  -20.455  -12.861  26.443
H  -12.064  -25.325  25.279
H  -14.649  -8.127  26.929
H  -11.500  -12.658  24.084
H  -20.356  -19.418  26.556
H  -10.190  -10.697  23.519
H  -18.306  -13.402  23.582
H  -23.093  -12.541  24.875
H  -16.334  -18.937  32.333
H  -13.054  -24.797  23.905
H  -14.147  -13.255  25.731
H  -9.807  -21.284  26.479
H  -10.704  -18.240  24.140
H  -12.821  -14.721  27.652
H  -11.564  -8.436  22.851
H  -17.419  -17.645  28.411
H  -14.331  -24.518  25.880
H  -15.615  -21.433  29.836
H  -17.160  -20.797  29.362
H  -21.811  -13.823  26.014
H  -15.315  -20.611  25.451
H  -10.804  -10.737  21.283
H  -14.387  -11.529  25.333
H  -10.599  -14.644  25.552
H  -18.853  -16.806  27.809
H  -8.405  -18.258  24.159
H  -13.690  -14.271  23.213
H  -14.406  -12.079  27.014
H  -13.535  -17.311  30.187
H  -15.925  -20.697  32.081
H  -13.699  -7.771  23.667
H  -16.446  -18.952  23.727
H  -20.713  -17.768  27.173
H  -11.768  -23.737  24.492
H  -12.572  -6.517  24.063
H  -12.488  -10.382  23.590
H  -10.835  -20.294  25.387
H  -17.493  -20.060  31.652
H  -17.256  -15.926  26.033
H  -10.748  -8.187  24.414
H  -10.032  -10.193  25.170
H  -6.574  -20.006  22.822
H  -15.938  -16.036  24.207
H  -14.323  -20.194  24.066
H  -12.863  -19.207  27.860
H  -17.394  -16.793  23.801
H  -7.744  -18.934  21.956

Computed properties:
- expectation value of S² = 0.7520
- E (hartree) = -5272.36593
- multiplicity = 2
- gap between HOMO and LUMO (alpha / beta) (eV) = 7.56 / 6.17
- total charge = +1
- LUMO level (alpha / beta) (hartree) = -0.0836 / -0.1348

Question: Among the records above, which one has the lowest total charge?
Answer: C37H82CuKN4O18

Question: The lowest total charge belongs to which entry?
Answer: C37H82CuKN4O18

Question: Which value of E does entry 1 give?
Answer: -2254.06969 hartree